Entry 1:
Computed, not measured: 7 unconnected molecules or ions with the total composition C20H49BN14O13 at a distorted geometry, with ωB97M-V with the def2-TZVPD basis set.

Positions of all 97 atoms, in Å:
C (-3.5119, 2.2323, 3.5363)
O (-2.5885, 1.9965, 2.5050)
C (-3.2161, 1.5122, 1.3089)
C (-2.5673, 2.0897, 0.0718)
C (-2.7981, 1.1372, -1.1268)
C (-1.7253, 1.3596, -2.1895)
C (-1.5471, 0.2200, -3.2272)
C (-1.9594, -1.1842, -2.8029)
C (-0.9493, -2.0238, -1.9681)
C (0.2254, -1.2299, -1.4101)
N (1.0933, -1.9694, -0.5103)
C (1.1721, -3.3943, -0.7033)
C (0.2001, -4.1255, 0.1408)
N (-0.4703, -5.1329, -0.2531)
C (2.4022, -1.3602, -0.3077)
B (2.4107, 0.2238, -0.2216)
O (3.4950, 0.9273, -0.7704)
O (1.3840, 0.9844, 0.3136)
C (3.3754, -1.7214, -1.4732)
O (4.6160, -1.7603, -1.2919)
O (2.8363, -1.8964, -2.6010)
C (2.9804, -1.8288, 1.1005)
O (2.6499, -1.0513, 2.0490)
O (3.6246, -2.8940, 1.1787)
H (-3.8546, 3.2660, 3.4830)
H (-4.3656, 1.5561, 3.5054)
H (-3.0196, 2.0738, 4.4907)
H (-4.2732, 1.7829, 1.2898)
H (-3.1536, 0.4289, 1.3262)
H (-2.9454, 3.0827, -0.1391)
H (-1.5032, 2.1086, 0.2804)
H (-3.7568, 1.4084, -1.5612)
H (-2.7898, 0.1378, -0.7222)
H (-0.7657, 1.5628, -1.7332)
H (-2.0026, 2.2538, -2.7449)
H (-0.5293, 0.2560, -3.5913)
H (-2.1662, 0.4765, -4.0874)
H (-2.9132, -1.1983, -2.2895)
H (-2.1258, -1.7363, -3.7245)
H (-1.4867, -2.4328, -1.1163)
H (-0.6316, -2.8742, -2.5578)
H (0.7637, -0.8199, -2.2638)
H (-0.2355, -0.4333, -0.8347)
H (2.1420, -3.7547, -0.3596)
H (1.1214, -3.7238, -1.7370)
H (0.1004, -3.7139, 1.1447)
H (-1.0461, -5.4617, 0.5203)
H (3.2017, 1.4063, -1.5493)
H (1.3713, 1.8418, -0.1145)
C (-5.3387, -1.9879, 1.2100)
O (-4.4140, -1.5286, 0.5767)
N (-6.6497, -1.7784, 0.8561)
N (-5.1513, -2.7417, 2.3406)
H (-7.4302, -2.1385, 1.3700)
H (-6.8167, -1.2256, 0.0363)
H (-4.2027, -2.9058, 2.6247)
H (-5.8989, -3.1287, 2.8824)
C (8.2674, -1.0803, -0.8252)
O (8.0142, 0.0889, -1.0668)
N (9.5834, -1.5099, -0.7074)
N (7.3377, -2.0486, -0.6510)
H (9.8393, -2.4557, -0.5044)
H (10.3038, -0.8219, -0.8282)
H (6.3370, -1.8304, -0.7022)
H (7.5916, -2.9986, -0.4649)
C (4.9803, 0.4927, -4.7193)
O (3.8914, 0.8632, -5.1537)
N (5.1585, -0.2554, -3.6208)
N (6.1536, 0.8548, -5.3738)
H (6.0642, -0.5276, -3.2893)
H (4.3479, -0.5667, -3.0803)
H (6.0657, 1.4158, -6.1971)
H (7.0638, 0.5860, -5.0552)
C (12.3567, 1.6904, -0.2904)
O (12.4188, 0.7063, -1.0030)
N (12.7757, 2.9274, -0.7104)
N (11.8559, 1.6452, 0.9794)
H (12.7229, 3.7519, -0.1456)
H (13.1360, 2.9945, -1.6422)
H (11.5180, 0.7593, 1.3070)
H (11.7805, 2.4452, 1.5760)
C (-7.2834, 2.1773, 1.2843)
O (-6.3366, 2.6226, 0.6651)
N (-7.2566, 0.9869, 1.9369)
N (-8.4869, 2.8512, 1.3803)
H (-8.0424, 0.6349, 2.4545)
H (-6.4065, 0.4565, 1.8942)
H (-8.5568, 3.7325, 0.9089)
H (-9.2827, 2.4882, 1.8723)
C (-9.6613, 1.6527, 4.8449)
O (-9.4103, 0.7670, 4.0424)
N (-9.1021, 2.8943, 4.7550)
N (-10.5153, 1.4627, 5.8950)
H (-9.2879, 3.6336, 5.4043)
H (-8.4572, 3.0585, 3.9997)
H (-10.9357, 0.5576, 5.9856)
H (-10.7321, 2.1715, 6.5680)

Output
- Kohn-Sham gap (eV) = 3.08
- net charge = -2
- relative energy (zero: lowest compared OMol25 entry of this formula, charge and spin) (kJ/mol) = 64.9

These are the Mulliken partial charges, in e, on atoms 1 to 6: number 1, C, carries -0.680; number 2, O, carries -0.396; number 3, C, carries 0.548; number 4, C, carries -0.967; number 5, C, carries 0.138; number 6, C, carries -0.734

Entry 2:
Computed, not measured: 4 unconnected molecules or ions with the total composition C20H49BO17P5S at a distorted geometry, with ωB97M-V with the def2-TZVPD basis set.

Positions of all 93 atoms, in Å:
C (-3.6043, -0.9451, -4.0582)
C (-3.5314, -0.0137, -3.3005)
P (-3.6275, 1.4612, -2.1230)
C (-3.5517, 2.8403, -0.8017)
B (-4.6912, 3.9218, -0.9823)
O (-5.9321, 3.8788, -0.4077)
O (-4.3956, 5.0343, -1.7743)
O (-5.1651, 1.9767, -2.5905)
C (-5.5519, 1.7924, -3.9402)
C (-6.6692, 2.8167, -4.2296)
P (-4.6144, -0.0688, -0.7098)
S (-5.9542, 0.6323, 0.5600)
O (-2.1121, 0.8236, -1.4680)
C (-1.1024, 0.9868, -2.4355)
C (-1.4154, 2.2227, -3.3492)
C (-0.4767, 3.3160, -2.7647)
C (-0.9813, 2.1006, -4.8449)
C (-2.1077, 2.3297, -5.8224)
C (-2.6432, 3.5155, -6.0884)
O (-2.7662, 2.5017, -3.1626)
H (-3.7866, -1.8971, -4.5006)
H (-2.6046, 3.3564, -0.9698)
H (-3.4888, 2.4150, 0.2040)
H (-6.6086, 4.2227, -0.9970)
H (-3.4425, 5.1420, -1.7992)
H (-4.7609, 1.9906, -4.6628)
H (-6.0144, 0.8123, -4.0851)
H (-7.6386, 2.4821, -3.8653)
H (-6.7127, 2.9165, -5.3218)
H (-6.3931, 3.8084, -3.8669)
H (-5.2505, -1.0786, -1.4712)
H (-3.5877, -0.7323, -0.0010)
H (-0.2078, 1.2004, -1.8345)
H (-0.8037, 0.0736, -2.9719)
H (-0.5565, 3.3265, -1.6746)
H (0.5581, 3.0760, -3.0083)
H (-0.7551, 4.3088, -3.1347)
H (-0.5267, 1.1280, -5.0513)
H (-0.2151, 2.8571, -5.0360)
H (-2.4858, 1.4568, -6.3498)
H (-2.1149, 4.4501, -5.9166)
H (-3.6628, 3.6093, -6.4494)
C (1.1372, -5.1696, -0.1370)
O (1.8683, -3.9486, -0.3961)
P (1.1970, -2.4562, 0.0430)
O (1.5859, -1.7408, -1.2081)
O (2.3517, -2.3025, 1.1987)
C (2.5039, -3.3115, 2.1932)
O (0.4087, -1.1609, 0.7589)
C (-0.9318, -0.9049, 0.2446)
H (1.0931, -5.7519, -1.0565)
H (1.6608, -5.7528, 0.6232)
H (0.1193, -4.9802, 0.2047)
H (3.2722, -4.0155, 1.8734)
H (1.5747, -3.8562, 2.3780)
H (2.8213, -2.8447, 3.1245)
H (-1.5738, -1.7655, 0.4365)
H (-0.8971, -0.7044, -0.8112)
H (-1.3360, -0.0413, 0.7623)
C (2.1571, 0.2395, 5.4875)
O (1.6955, -1.0657, 5.9146)
P (0.2991, -1.2016, 6.8131)
O (0.6937, -2.1983, 7.8321)
O (-0.5460, -1.8660, 5.6076)
C (-0.5189, -1.2498, 4.3172)
O (-1.0665, -0.5319, 7.4576)
C (-0.8784, 0.3951, 8.5402)
H (3.2031, 0.3485, 5.7700)
H (2.0756, 0.3141, 4.4021)
H (1.5855, 1.0508, 5.9400)
H (0.2507, -1.7220, 3.7049)
H (-0.3158, -0.1795, 4.3880)
H (-1.4835, -1.3906, 3.8351)
H (-0.2828, 1.2504, 8.2191)
H (-0.3924, -0.0983, 9.3833)
H (-1.8590, 0.7488, 8.8481)
C (5.6427, -3.4631, 0.6600)
O (6.5119, -2.9239, 1.6902)
P (7.7877, -1.9579, 1.2575)
O (8.8696, -2.4661, 2.1287)
O (7.1161, -0.6094, 1.8477)
C (5.7615, -0.2888, 1.5153)
O (8.6091, -1.0948, 0.1110)
C (9.2951, -1.8589, -0.8950)
H (5.5497, -4.5385, 0.8067)
H (4.6605, -3.0037, 0.7494)
H (6.0284, -3.2749, -0.3426)
H (5.0953, -0.6547, 2.2975)
H (5.4603, -0.7178, 0.5581)
H (5.6695, 0.7932, 1.4540)
H (8.5929, -2.4690, -1.4643)
H (10.0525, -2.4970, -0.4372)
H (9.7778, -1.1587, -1.5722)

Output
- Kohn-Sham gap (eV) = 4.02
- net charge = -1

These are the Mulliken partial charges, in e, on atoms 1 to 6: number 1, C, carries -0.149; number 2, C, carries -1.129; number 3, P, carries 2.101; number 4, C, carries -0.845; number 5, B, carries 0.678; number 6, O, carries -0.614

Entry 3:
Computed, not measured: 4 unconnected molecules or ions with the total composition C20H49Cl2N3 at a distorted geometry, with ωB97M-V with the def2-TZVPD basis set.

Positions of all 74 atoms, in Å:
Cl (-5.4239, -14.8079, 26.5841)
C (-7.1550, -15.0173, 26.8574)
C (-7.7710, -13.9980, 27.9570)
Cl (-9.3722, -14.6910, 28.4495)
H (-7.3753, -16.1225, 27.3274)
H (-7.7662, -14.8970, 25.8396)
H (-7.9896, -12.8778, 27.6244)
H (-6.9502, -13.7840, 28.8655)
C (-7.6995, -9.5879, 28.3664)
C (-8.5673, -9.7823, 29.6244)
N (-9.4845, -10.9525, 29.5365)
C (-9.9749, -11.6568, 30.6417)
C (-9.9032, -10.9544, 31.8092)
C (-10.5531, -10.5795, 28.6729)
C (-11.3355, -11.6700, 27.8340)
H (-6.9750, -10.4995, 28.2473)
H (-7.0209, -8.6563, 28.6419)
H (-8.3431, -9.4218, 27.5791)
H (-9.0595, -8.9164, 30.0031)
H (-7.8416, -9.6843, 30.4611)
H (-9.1746, -12.2718, 30.7917)
H (-10.7795, -12.3320, 30.4295)
H (-9.2405, -10.2891, 32.2340)
H (-10.1469, -11.7807, 32.7066)
H (-10.7292, -10.1739, 31.7003)
H (-10.3294, -9.9363, 27.9213)
H (-11.3637, -10.0328, 29.2077)
H (-11.6987, -12.4103, 28.5659)
H (-10.8604, -12.3418, 27.1102)
H (-12.1671, -11.1308, 27.1955)
C (-6.2247, -8.1842, 25.0116)
C (-6.8705, -8.6914, 23.7180)
N (-7.3327, -10.0217, 23.7964)
C (-8.2445, -10.3976, 22.7501)
C (-8.1893, -9.9411, 21.5243)
C (-6.2213, -11.0047, 23.8384)
C (-6.6240, -12.1663, 24.5792)
H (-5.2562, -8.3256, 25.1708)
H (-6.8372, -8.6803, 25.7660)
H (-6.3529, -7.1077, 24.9630)
H (-6.0143, -8.3619, 23.1360)
H (-7.5259, -7.9433, 23.6530)
H (-9.0279, -9.8217, 23.1197)
H (-8.6793, -11.3271, 22.9852)
H (-7.4600, -9.1182, 21.1544)
H (-9.1273, -9.5118, 21.2224)
H (-7.6226, -10.5890, 20.8172)
H (-5.3796, -10.4890, 24.3431)
H (-5.7754, -11.1919, 22.9132)
H (-6.9991, -12.0940, 25.5572)
H (-5.8133, -12.8014, 24.5670)
H (-7.4024, -12.8019, 24.0725)
C (-3.4689, -14.5707, 30.0845)
C (-2.9326, -14.1849, 31.4678)
N (-2.1608, -12.9977, 31.5265)
C (-2.8937, -11.7310, 31.5665)
C (-4.0073, -11.6718, 32.2709)
C (-1.1844, -13.0200, 32.5583)
C (0.0849, -12.1477, 32.5471)
H (-4.4699, -13.9855, 29.7821)
H (-3.2476, -15.4924, 29.7820)
H (-2.8084, -13.8234, 29.5135)
H (-2.2749, -14.9484, 31.4419)
H (-3.7176, -14.4045, 32.2315)
H (-3.2082, -11.6622, 30.5314)
H (-2.3044, -10.8897, 31.6256)
H (-4.6990, -12.3613, 32.6929)
H (-4.6231, -10.7171, 31.9871)
H (-3.6974, -11.2889, 33.3034)
H (-0.8311, -14.0273, 32.5798)
H (-1.7349, -13.0010, 33.4910)
H (0.8032, -12.4819, 33.4479)
H (-0.1170, -11.0994, 32.8551)
H (0.2332, -12.3870, 31.5845)

Output
- Kohn-Sham gap (eV) = 8.59
- relative energy (zero: lowest compared OMol25 entry of this formula, charge and spin) (kJ/mol) = 1225.5
- SMILES = CCN(CC)CC.CCN(CC)CC.CCN(CC)CC.ClCCCl

These are the Mulliken partial charges, in e, on atoms 1 to 6: number 1, Cl, carries -0.178; number 2, C, carries -0.348; number 3, C, carries 0.271; number 4, Cl, carries -0.208; number 5, H, carries 0.340; number 6, H, carries 0.268

Entry 4:
Computed, not measured: 3 unconnected molecules or ions with the total composition C20H49Cl2N6O3P2S at a distorted geometry, with ωB97M-V with the def2-TZVPD basis set.

Positions of all 83 atoms, in Å:
C (-0.6648, 2.5743, -3.7761)
O (-0.9979, 2.1115, -2.4799)
C (-0.0716, 1.1684, -1.9322)
C (0.3139, 1.5739, -0.5000)
C (-0.1661, 0.5867, 0.5947)
C (0.9086, 0.4734, 1.6907)
S (1.0276, 2.0936, 2.5058)
C (0.4867, -0.4978, 2.7218)
Cl (-1.0725, -0.1858, 3.6062)
C (1.1674, -1.6197, 3.0203)
C (0.7412, -2.6320, 4.0385)
Cl (2.6420, -1.9957, 2.1650)
H (-1.6006, 2.7012, -4.3209)
H (-0.0284, 1.8661, -4.3102)
H (-0.1173, 3.5163, -3.6941)
H (0.8434, 1.0990, -2.5273)
H (-0.5318, 0.1759, -1.9599)
H (-0.0944, 2.5563, -0.2795)
H (1.3974, 1.6618, -0.4220)
H (-0.4056, -0.3860, 0.1561)
H (-1.0909, 1.0190, 1.0132)
H (-0.2401, 2.3415, 2.9506)
H (0.2669, -3.4970, 3.5725)
H (-0.0116, -2.2062, 4.6940)
H (1.5671, -2.9340, 4.6835)
O (2.4294, 4.0405, -4.8578)
P (3.3229, 5.2393, -4.8950)
N (2.2195, 6.4341, -5.4738)
C (2.5708, 7.7053, -6.0735)
C (0.9977, 6.5844, -4.6858)
N (4.3670, 4.7349, -6.1825)
C (4.5298, 5.5072, -7.3960)
C (4.3487, 3.3115, -6.5025)
N (4.5154, 6.3774, -4.3255)
C (5.8895, 5.8537, -4.1552)
C (4.1241, 6.9260, -2.9998)
H (2.9569, 8.4394, -5.3507)
H (1.6819, 8.1421, -6.5354)
H (3.2959, 7.6089, -6.8738)
H (1.1427, 7.2375, -3.8134)
H (0.6431, 5.6213, -4.3242)
H (0.1994, 7.0114, -5.2965)
H (3.5974, 5.5907, -7.9702)
H (5.2814, 5.0419, -8.0390)
H (4.9219, 6.5038, -7.1820)
H (3.4803, 3.0321, -7.1110)
H (4.3412, 2.7070, -5.5997)
H (5.2555, 3.0466, -7.0539)
H (5.9181, 4.9522, -3.5382)
H (6.5097, 6.6168, -3.6810)
H (6.3543, 5.6334, -5.1102)
H (4.0488, 6.1463, -2.2376)
H (3.1618, 7.4363, -3.0567)
H (4.8520, 7.6656, -2.6686)
O (-1.7901, -5.3339, 4.5774)
P (-3.2056, -5.7379, 4.8341)
N (-2.9651, -6.9764, 6.0162)
C (-3.9161, -8.0049, 6.3849)
C (-2.2007, -6.5695, 7.1916)
N (-3.5469, -6.4535, 3.2969)
C (-3.9655, -7.8323, 3.1594)
C (-2.6356, -6.1020, 2.2101)
N (-4.9081, -5.5319, 5.1575)
C (-5.7047, -4.9035, 4.0792)
C (-5.1141, -4.6835, 6.3598)
H (-4.7615, -7.6278, 6.9800)
H (-3.4095, -8.7639, 6.9865)
H (-4.3182, -8.5343, 5.5285)
H (-2.8276, -6.0671, 7.9433)
H (-1.3972, -5.8878, 6.9182)
H (-1.7382, -7.4378, 7.6662)
H (-3.1981, -8.5412, 3.4981)
H (-4.1902, -8.0532, 2.1129)
H (-4.9008, -8.0182, 3.6925)
H (-1.6976, -6.6673, 2.2541)
H (-2.3962, -5.0423, 2.2257)
H (-3.1154, -6.3040, 1.2485)
H (-5.2762, -3.9562, 3.7429)
H (-6.7174, -4.7158, 4.4420)
H (-5.8047, -5.5604, 3.2221)
H (-4.6975, -3.6807, 6.2321)
H (-4.6501, -5.1328, 7.2390)
H (-6.1773, -4.5917, 6.5789)

Output
- Kohn-Sham gap (eV) = 4.77
- net charge = -1

These are the Mulliken partial charges, in e, on atoms 1 to 6: number 1, C, carries -0.885; number 2, O, carries -0.363; number 3, C, carries -0.214; number 4, C, carries -0.722; number 5, C, carries -0.572; number 6, C, carries -0.769

Entry 5:
Computed, not measured: 8 unconnected molecules or ions with the total composition C20H49Cl6NO5 at a distorted geometry, with ωB97M-V with the def2-TZVPD basis set.

Positions of all 81 atoms, in Å:
Cl (2.1740, -4.2963, 5.1620)
C (3.1060, -3.2508, 4.1146)
C (2.2585, -2.4526, 3.1230)
Cl (1.6208, -1.0796, 4.0406)
H (3.8028, -3.8762, 3.5565)
H (3.6842, -2.5593, 4.7274)
H (1.4584, -3.0965, 2.7581)
H (2.6987, -2.0470, 2.2120)
Cl (1.8245, 3.4326, -0.6205)
C (1.9456, 3.8141, -2.4136)
C (3.3956, 3.6965, -2.8946)
Cl (3.9121, 2.0178, -3.0758)
H (1.5555, 4.8206, -2.5646)
H (1.3560, 3.0368, -2.8997)
H (4.1820, 4.1428, -2.2858)
H (3.5669, 4.2346, -3.8269)
Cl (-6.6688, 0.0527, -0.1871)
C (-4.9818, -0.2937, -0.5881)
C (-4.1403, -0.8616, 0.6056)
Cl (-4.4416, 0.0935, 1.9763)
H (-4.5000, 0.6432, -0.8680)
H (-5.0131, -0.8676, -1.5142)
H (-3.0730, -0.8895, 0.3861)
H (-4.4518, -1.8658, 0.8930)
C (-1.0203, -6.1085, -0.9877)
C (-0.7367, -4.5864, -0.8364)
C (-1.1456, -4.1533, 0.4996)
O (0.5625, -4.4801, -1.1706)
H (-2.0100, -6.4581, -0.6939)
H (-0.2571, -6.7559, -0.5560)
H (-0.9056, -6.3160, -2.0516)
H (-1.3446, -4.0656, -1.5762)
H (-2.2242, -4.2505, 0.6226)
H (-0.8774, -3.1073, 0.6478)
H (-0.6922, -4.6244, 1.3718)
H (1.1356, -4.8584, -0.4996)
C (-2.5252, 0.3825, -5.0339)
C (-3.7174, 0.0648, -4.1024)
C (-5.1135, 0.6615, -4.4697)
O (-3.9681, -1.3120, -3.9364)
H (-2.3740, 1.4619, -5.0147)
H (-2.7714, 0.1824, -6.0767)
H (-1.6048, -0.1211, -4.7382)
H (-3.4399, 0.4108, -3.1068)
H (-5.8702, 0.4053, -3.7282)
H (-5.5857, 0.2506, -5.3620)
H (-5.1026, 1.7343, -4.6623)
H (-3.1190, -1.5103, -3.5348)
C (6.3578, 1.7445, 2.2102)
C (5.0822, 2.5416, 2.0925)
C (3.9202, 1.6713, 1.6424)
O (4.5819, 3.0087, 3.3394)
H (6.5765, 1.2045, 1.2889)
H (6.4420, 0.9976, 2.9997)
H (7.1953, 2.4407, 2.2549)
H (5.1526, 3.3828, 1.4030)
H (4.2474, 1.0056, 0.8437)
H (3.1433, 2.3649, 1.3210)
H (3.5143, 0.9041, 2.3018)
H (4.2429, 2.3017, 3.8933)
C (-2.2930, 3.5637, 2.4424)
C (-1.1083, 2.8160, 1.8235)
C (-0.0105, 2.3170, 2.8979)
O (-1.5677, 1.7788, 0.9933)
H (-2.1434, 4.6343, 2.5819)
H (-2.5825, 2.9835, 3.3186)
H (-3.1891, 3.4377, 1.8347)
H (-0.7256, 3.7086, 1.3285)
H (0.9455, 2.1184, 2.4134)
H (-0.3052, 1.3267, 3.2451)
H (0.1239, 3.0731, 3.6714)
H (-1.4518, 0.9172, 1.4006)
O (-1.1008, -1.0942, -1.1517)
C (-0.0972, -0.4768, -0.8519)
N (0.3621, 0.5318, -1.5403)
C (0.6656, -0.6127, 0.4595)
H (0.9962, 1.1714, -1.0833)
H (0.0707, 0.7647, -2.4789)
H (1.2561, -1.5243, 0.3681)
H (-0.0541, -0.7228, 1.2707)
H (1.1888, 0.3252, 0.6458)

Output
- Kohn-Sham gap (eV) = 10.02
- relative energy (zero: lowest compared OMol25 entry of this formula, charge and spin) (kJ/mol) = 100.2
- SMILES = CC(N)=O.CC(C)O.CC(C)O.CC(C)O.CC(C)O.ClCCCl.ClCCCl.ClCCCl

These are the Mulliken partial charges, in e, on atoms 1 to 6: number 1, Cl, carries -0.172; number 2, C, carries -0.534; number 3, C, carries -0.056; number 4, Cl, carries -0.189; number 5, H, carries 0.339; number 6, H, carries 0.333

Look up the Kohn-Sham gap of the first one.
3.08 eV

Which of these has the lowest Kohn-Sham gap?
C20H49BN14O13

Which value of Kohn-Sham gap does entry 1 give?
3.08 eV